Entry 1:
{"formula": "C20H18BrNO4S", "method": "ωB97M-V/def2-TZVPD", "elements": ["O", "C", "N", "H", "C", "H", "H", "C", "C", "C", "C", "C", "C", "C", "H", "H", "H", "H", "H", "H", "H", "C", "C", "C", "C", "C", "H", "H", "S", "O", "O", "C", "C", "C", "C", "C", "C", "H", "H", "Br", "H", "H", "O", "H", "H"], "positions_angstrom": [[-1.75497, 0.91689, 1.17717], [-0.85344, 0.11832, 0.98981], [-0.96311, -0.84775, 0.05484], [-1.86481, -0.87903, -0.40733], [0.01245, -1.78626, -0.43916], [1.01021, -1.35055, -0.34121], [-0.02544, -2.71464, 0.14588], [-0.27279, -2.10831, -1.91330], [-1.62544, -2.74685, -2.06975], [-1.80697, -4.09003, -1.76322], [-3.05740, -4.67204, -1.86378], [-4.14451, -3.91539, -2.26876], [-3.97304, -2.57745, -2.57768], [-2.72042, -1.99536, -2.47855], [-2.59159, -0.95358, -2.73773], [-4.81488, -1.98248, -2.89831], [-5.12091, -4.36966, -2.34694], [-3.18462, -5.71813, -1.62687], [-0.96027, -4.68504, -1.45040], [0.50467, -2.78489, -2.27218], [-0.23161, -1.18822, -2.49747], [0.40978, 0.21192, 1.75854], [1.42924, -0.64159, 2.10184], [2.34909, 0.11718, 2.85714], [1.82855, 1.38114, 2.93884], [2.36745, 2.64871, 3.44715], [3.17462, 2.50768, 4.15793], [1.59480, 3.30088, 3.84320], [3.10442, 3.56512, 2.00510], [4.37220, 2.96140, 1.70167], [3.07111, 4.96847, 2.30635], [1.96565, 3.19767, 0.66458], [2.29088, 2.17989, -0.21140], [1.35952, 1.76868, -1.14784], [0.11918, 2.38835, -1.17196], [-0.19972, 3.42865, -0.31470], [0.74044, 3.83469, 0.61617], [0.52907, 4.63115, 1.31134], [-1.17385, 3.89005, -0.35409], [-1.17437, 1.77721, -2.40127], [1.58566, 0.97209, -1.84044], [3.26342, 1.71921, -0.13787], [0.65233, 1.43147, 2.29042], [3.26914, -0.22450, 3.28383], [1.51029, -1.68510, 1.88041]], "forces_ev_per_a": [[-0.03, 0.14, 0.17], [-0.19, 0.22, -0.02], [-0.22, -0.25, -0.28], [0.03, 0.15, 0.23], [0.29, -0.09, -0.06], [-0.07, -0.09, -0.03], [0.14, 0.02, -0.08], [0.01, -0.03, 0.26], [0.10, 0.07, -0.12], [-0.04, 0.00, 0.00], [0.02, -0.07, 0.04], [-0.10, 0.01, -0.02], [-0.12, 0.00, 0.00], [0.02, -0.09, -0.05], [0.05, 0.10, -0.01], [-0.09, 0.05, -0.03], [-0.08, -0.03, -0.01], [-0.01, -0.08, 0.01], [0.10, -0.06, 0.03], [0.02, 0.03, -0.02], [0.08, 0.02, 0.00], [0.45, -0.48, 0.17], [-0.58, 0.34, -0.21], [-0.16, 0.65, 0.19], [0.38, -1.01, 0.13], [-0.02, 0.49, -0.97], [0.10, 0.04, -0.01], [-0.05, 0.05, 0.10], [-0.01, 0.09, 0.15], [-0.02, -0.39, -0.07], [-0.36, 0.11, 0.08], [0.47, 0.14, 0.44], [0.16, -0.02, 0.04], [-0.09, 0.05, 0.01], [0.05, -0.04, -0.03], [0.05, 0.01, 0.04], [0.00, 0.12, -0.08], [-0.11, 0.11, 0.08], [-0.05, 0.01, 0.00], [-0.09, 0.07, -0.12], [0.01, -0.04, -0.06], [0.09, -0.11, -0.03], [-0.35, 0.01, 0.15], [0.24, -0.01, 0.10], [-0.05, -0.21, -0.14]], "e_lumo_ev": 0.3, "orbital_gap_ev": 9.35, "relative_energy_kj_mol": 0.0, "smiles": "O=C(NCCc1ccccc1)c1ccc(CS(=O)(=O)c2ccc(Br)cc2)o1", "charge": 0}

***

Entry 2:
{"formula": "C20H18BrNO7S", "method": "ωB97M-V/def2-TZVPD", "elements": ["O", "C", "C", "C", "C", "C", "Br", "C", "C", "C", "N", "C", "C", "C", "C", "C", "C", "S", "H", "H", "H", "H", "H", "H", "H", "H", "H", "H", "C", "C", "O", "C", "O", "O", "H", "H", "H", "H", "C", "C", "O", "C", "O", "O", "H", "H", "H", "H"], "positions_angstrom": [[3.27441, -0.51232, -0.02192], [3.39932, 0.65936, 0.25211], [2.76608, 1.30031, 1.45812], [1.31080, 1.68154, 1.26214], [0.70688, 2.46999, 2.23780], [-0.62760, 2.81657, 2.11935], [-1.41335, 3.88851, 3.45737], [-1.38386, 2.41501, 1.01997], [-0.76974, 1.63496, 0.03980], [0.56861, 1.26562, 0.16586], [-1.52788, 1.23467, -1.07401], [-2.79576, 0.67899, -0.80690], [-3.22057, -0.50743, -1.39020], [-4.48100, -1.01201, -1.11313], [-5.32496, -0.34132, -0.23749], [-4.89750, 0.83123, 0.36655], [-3.64112, 1.34403, 0.07570], [-3.08059, 2.86231, 0.79434], [4.00023, 1.32770, -0.39412], [2.81846, 0.56351, 2.26717], [3.33793, 2.17040, 1.77568], [1.28318, 2.80372, 3.09047], [0.99809, 0.63417, -0.60233], [-0.99226, 0.68152, -1.72685], [-2.57311, -1.05425, -2.06665], [-4.81183, -1.94097, -1.55379], [-6.30612, -0.73219, -0.00095], [-5.52690, 1.37513, 1.06039], [-3.85136, -5.14028, -3.80459], [-4.22108, -6.47762, -3.19026], [-4.27755, -6.16381, -1.79622], [-4.51099, -4.83760, -1.66051], [-4.77273, -4.29366, -0.64048], [-4.39976, -4.21554, -2.86113], [-4.28771, -4.97251, -4.78520], [-2.77178, -4.98983, -3.85547], [-5.20429, -6.82550, -3.51112], [-3.48558, -7.25762, -3.36550], [7.93729, 2.97487, 2.26640], [7.22820, 1.68404, 1.90272], [5.87048, 2.11840, 1.75783], [5.87416, 3.44660, 1.47495], [4.91805, 4.05985, 1.13292], [7.11172, 3.96016, 1.63655], [8.95101, 3.04030, 1.88193], [7.94275, 3.15892, 3.34172], [7.56719, 1.27381, 0.95039], [7.29214, 0.91830, 2.67056]], "forces_ev_per_a": [[0.10, 0.44, 0.08], [0.01, -0.18, -0.08], [-0.12, -0.33, 0.32], [0.07, 0.12, -0.18], [-0.02, -0.02, -0.05], [0.03, -0.14, -0.24], [0.00, 0.06, 0.09], [-0.08, -0.05, 0.06], [0.15, 0.12, 0.09], [-0.20, 0.06, 0.05], [0.10, -0.18, 0.04], [-0.15, 0.03, -0.03], [-0.06, -0.14, -0.11], [-0.23, 0.10, 0.09], [-0.01, 0.09, 0.07], [0.11, 0.12, 0.00], [0.13, 0.01, 0.00], [0.00, 0.04, 0.03], [-0.05, -0.03, -0.04], [-0.02, -0.01, -0.04], [-0.03, 0.06, -0.16], [-0.05, 0.04, 0.01], [0.07, -0.02, 0.06], [0.00, -0.02, 0.01], [0.10, 0.08, 0.02], [0.10, 0.01, -0.04], [0.04, -0.05, -0.06], [-0.04, -0.10, 0.01], [0.05, -0.04, -0.06], [-0.01, -0.03, -0.09], [0.00, -0.03, -0.01], [0.03, -0.07, 0.00], [-0.05, -0.01, 0.02], [0.01, 0.03, -0.03], [-0.08, 0.07, 0.05], [0.00, -0.02, 0.01], [0.00, 0.02, -0.01], [0.04, 0.01, 0.11], [0.06, -0.06, 0.05], [0.07, -0.08, 0.01], [0.11, -0.01, -0.01], [0.03, -0.03, 0.00], [-0.07, 0.01, -0.02], [0.03, 0.01, 0.01], [-0.04, 0.08, -0.08], [-0.02, -0.01, 0.00], [0.01, 0.02, -0.01], [-0.11, 0.02, 0.03]], "e_lumo_ev": 0.5, "orbital_gap_ev": 8.00, "smiles": "O=CCc1cc(Br)c2c(c1)Nc1ccccc1S2.O=C1OCCO1.O=C1OCCO1", "charge": 0}

***

Entry 3:
{"formula": "C20H18Cl3GeN6O2Pd", "method": "ωB97M-V/def2-TZVPD", "elements": ["Pd", "C", "C", "C", "C", "C", "N", "C", "C", "C", "C", "C", "C", "C", "N", "C", "C", "C", "N", "C", "C", "N", "C", "C", "C", "N", "H", "H", "H", "H", "H", "H", "H", "H", "H", "H", "H", "H", "H", "H", "H", "H", "H", "H", "Cl", "Ge", "Cl", "Cl", "O", "N", "O"], "positions_angstrom": [[0.45857, -0.03632, 0.30787], [-5.04212, -4.05612, -2.13716], [-4.10617, -3.16259, -1.39077], [-4.58488, -2.16255, -0.54728], [-3.71474, -1.35508, 0.13678], [-2.31357, -1.50764, 0.04423], [-1.53127, -0.66929, 0.78300], [-1.94166, -0.39711, 2.05616], [-2.52013, -1.42203, 2.83699], [-2.94090, -1.20806, 4.12548], [-2.81117, 0.04519, 4.72079], [-3.24326, 0.27741, 6.13231], [-2.23723, 1.06488, 3.97590], [-1.80785, 0.87258, 2.67010], [-1.30394, 1.98333, 1.97430], [-1.73276, 3.25956, 2.10675], [-0.90912, 4.05048, 1.34267], [0.01060, 3.16697, 0.76817], [-0.25100, 1.93122, 1.15472], [-1.83025, -2.51861, -0.82124], [-2.73339, -3.30337, -1.52765], [-0.46805, -2.83152, -0.94313], [0.03500, -4.06696, -1.17142], [1.39127, -3.93615, -1.33589], [1.64308, -2.56968, -1.18904], [0.51326, -1.92159, -0.95698], [-6.00032, -4.12385, -1.62799], [-4.62451, -5.05509, -2.23581], [-5.22111, -3.67126, -3.14112], [-5.64846, -2.02360, -0.42905], [-4.09391, -0.56922, 0.77370], [-2.59734, -2.40680, 2.40086], [-3.37133, -2.02382, 4.68529], [-3.99217, -0.45086, 6.43168], [-3.65878, 1.27478, 6.25303], [-2.38950, 0.18276, 6.80429], [-2.11048, 2.03613, 4.42987], [-2.58541, 3.50947, 2.70417], [-0.96443, 5.10909, 1.19847], [0.82984, 3.39018, 0.10877], [-2.35691, -4.04762, -2.21336], [-0.57584, -4.94693, -1.17468], [2.10480, -4.71059, -1.51772], [2.58369, -2.05399, -1.25594], [2.79847, 0.53560, 0.05116], [1.50044, 1.00595, -1.85449], [2.89878, 0.04404, -3.26576], [2.14951, 3.11580, -2.15672], [1.11504, -0.25178, 2.63459], [1.21786, -1.46909, 2.73229], [0.90729, -2.19435, 1.79289]], "forces_ev_per_a": [[-2.55, -0.79, 0.52], [-0.04, 0.00, -0.20], [0.24, -0.01, 0.12], [0.19, -0.24, -0.07], [0.36, 0.12, -0.26], [-0.16, -0.70, -1.05], [2.16, 1.27, -0.75], [0.02, 0.42, 1.34], [0.50, 0.26, -0.06], [-0.03, 0.24, -0.02], [0.01, 0.07, -0.27], [0.09, 0.02, 0.10], [-0.04, -0.19, 0.15], [-0.46, -1.24, -0.01], [-0.24, 0.41, -0.03], [0.30, 0.11, -0.27], [-0.02, -0.15, 0.06], [-0.11, 0.22, 0.01], [0.89, -1.10, -0.47], [-1.11, 0.70, 0.58], [-0.35, 0.07, -0.05], [0.33, -0.46, 0.11], [0.33, 0.21, 0.08], [-0.03, 0.20, -0.02], [0.08, -0.43, -0.10], [0.40, 1.11, 0.62], [-0.07, -0.06, 0.00], [-0.05, -0.12, -0.03], [-0.08, -0.02, -0.09], [-0.15, 0.03, 0.00], [-0.01, 0.02, 0.02], [-0.03, -0.04, -0.04], [-0.06, -0.12, 0.10], [-0.06, -0.03, 0.07], [-0.05, 0.08, 0.08], [-0.02, 0.01, 0.12], [0.06, 0.13, 0.06], [-0.15, -0.06, 0.11], [-0.02, 0.20, 0.02], [0.06, -0.11, -0.11], [0.07, -0.09, -0.07], [-0.21, -0.02, -0.01], [0.14, -0.19, -0.07], [0.01, 0.15, 0.10], [-0.05, -0.06, 0.42], [-0.13, 0.57, -1.05], [-0.03, -0.11, -0.12], [0.01, 0.02, 0.03], [0.12, -0.69, 0.19], [-0.53, -0.13, -1.12], [0.46, 0.51, 1.30]], "e_lumo_ev": [-2.0, -2.7], "s_squared": 0.882, "orbital_gap_ev": [5.39, 4.73], "charge": 0, "multiplicity": 2}

***

Entry 4:
{"formula": "C20H18ClNO2PtS", "method": "ωB97M-V/def2-TZVPD", "elements": ["Cl", "C", "C", "C", "H", "C", "C", "H", "H", "H", "C", "Pt", "C", "C", "O", "O", "H", "H", "H", "N", "S", "C", "C", "C", "C", "C", "C", "C", "C", "C", "C", "C", "C", "H", "H", "H", "H", "H", "H", "H", "H", "H", "H", "H"], "positions_angstrom": [[-0.86834, 2.47403, -2.07928], [-4.93861, 0.17505, -0.71231], [-4.30210, -1.08042, -0.30502], [-3.48364, -1.51752, -1.49947], [-4.54482, -1.77532, 0.54491], [-3.63990, -0.47476, -2.49020], [-4.58364, 0.47981, -1.95222], [-4.94054, 1.31068, -2.58195], [-5.68150, 0.62302, -0.07964], [-3.03784, -2.52114, -1.63617], [-3.06142, -0.48612, -3.87357], [-2.16846, -0.67801, 0.12670], [-1.99135, -2.14598, 1.05391], [-2.26480, 1.08270, 1.01370], [-1.85803, -3.07813, 1.76379], [-2.25683, 2.03520, 1.64741], [-2.36294, -1.31364, -3.94713], [-2.54469, 0.45035, -4.03101], [-3.85574, -0.60154, -4.60734], [-0.05431, -0.52469, -0.38425], [1.05333, -0.88988, 0.71158], [2.67307, -0.97408, -0.00572], [3.07705, -0.17965, -1.09591], [4.38356, -0.24673, -1.56069], [5.31176, -1.12855, -0.94527], [4.90967, -1.91665, 0.12624], [3.57915, -1.84031, 0.58733], [1.21455, 0.56701, 1.79098], [1.04415, 0.36440, 3.15237], [1.16264, 1.44968, 4.02444], [1.47692, 2.71910, 3.51638], [1.66405, 2.89638, 2.12864], [1.50454, 1.81729, 1.27187], [0.17096, 0.14517, -1.16661], [2.34760, 0.48767, -1.54259], [4.69727, 0.37985, -2.40236], [6.34168, -1.16561, -1.33459], [5.64038, -2.58765, 0.59753], [3.28567, -2.46386, 1.42259], [0.81388, -0.60937, 3.55715], [1.01717, 1.34801, 5.10743], [1.58068, 3.60178, 4.17566], [1.91994, 3.86819, 1.70998], [1.56985, 1.92423, 0.20272]], "forces_ev_per_a": [[0.01, -0.09, 0.02], [-0.83, -2.19, 3.34], [1.01, -1.48, -0.86], [-1.08, -0.16, 1.98], [-0.37, 1.01, -1.26], [-1.24, 0.80, -0.10], [2.01, 0.59, -4.56], [0.16, -0.38, 0.64], [-0.09, 0.45, 0.02], [-0.66, 0.70, -0.18], [-0.15, -0.23, 1.12], [0.29, 4.21, -2.94], [1.06, -8.54, 6.26], [-0.23, 3.07, 2.15], [-0.57, 3.64, -2.96], [-0.04, -1.94, -1.38], [0.09, -0.03, -0.29], [0.13, 0.26, -0.35], [0.00, 0.05, -0.16], [-0.82, 1.82, -2.01], [2.15, -0.25, 1.65], [0.76, 0.16, -0.98], [-0.24, -0.06, 0.36], [0.25, -0.37, 0.23], [-0.37, 0.57, -0.43], [-0.16, 0.15, -0.07], [0.46, -0.39, 0.24], [-0.46, -0.15, 0.21], [-0.24, 0.02, 0.53], [0.18, 0.65, -0.03], [0.11, 0.20, -0.40], [-0.13, -0.19, 0.41], [-0.11, 0.11, -0.25], [0.23, -0.95, 0.68], [0.22, 0.08, -0.22], [-0.16, -0.29, 0.37], [-0.63, -0.05, 0.32], [-0.57, 0.28, -0.13], [-0.05, -0.04, 0.02], [-0.03, -0.16, -0.03], [0.08, -0.22, -0.58], [-0.10, -0.77, -0.36], [-0.10, -0.19, 0.19], [0.22, 0.30, -0.21]], "e_lumo_ev": [-6.4, -10.3], "s_squared": 6.026, "orbital_gap_ev": [7.38, 5.17], "charge": 2, "multiplicity": 5}

***

| no. | molecular weight (u) | electronic energy (Eh) |
| --- | --- | --- |
| 1 | 448.34 | -4100.84302 |
| 2 | 496.33 | -4326.59392 |
| 3 | 659.79 | -4837.29007 |
| 4 | 566.97 | -1955.00095 |